Computed, not measured: 8 unconnected molecules or ions with the total composition C34H67O12PS in a non-equilibrium geometry, with the ωB97M-V functional and the def2-TZVPD basis.

```
! wB97M-V def2-TZVPD RIJCOSX def2/J DEFGRID3
* xyz 0 1
S -2.27 -1.56 1.36
P -1.32 -1.13 3.00
O 1.20 4.17 -3.54
O 3.35 0.16 3.99
O 1.10 0.06 3.44
O -4.56 8.42 5.58
O -0.59 7.70 -4.46
O -7.68 4.63 4.35
O 2.57 -0.81 2.08
O 2.14 -10.06 0.95
O 1.48 -3.13 -0.10
O -4.62 1.68 0.63
O 6.14 -8.04 -2.77
O 1.91 -6.42 -2.75
C -4.35 10.76 5.18
C -0.11 4.70 -3.36
C -5.63 0.06 2.05
C 6.85 -7.07 -2.87
C -3.82 9.37 5.43
C 6.30 -5.72 -3.27
C 2.55 2.24 -3.50
C 2.01 -0.17 -0.57
C 3.18 -7.98 -4.00
C -5.73 5.99 4.38
C 1.25 -1.31 1.59
C 0.45 -11.18 2.19
C 1.21 2.81 -3.92
C 1.51 -2.79 1.24
C -7.21 5.74 4.25
C -8.08 6.94 3.99
C 0.15 8.63 -4.64
C 2.36 -12.42 0.99
C 0.35 -3.88 -2.05
C -2.32 9.21 5.47
C 0.93 -0.33 0.48
C 2.36 -8.46 -1.61
C 1.65 8.49 -4.50
C 1.50 0.81 -1.67
C -6.47 2.49 1.90
C 0.20 -3.36 -0.64
C 1.70 -11.11 1.34
C -5.48 1.44 1.45
C 2.58 1.82 -2.05
C 2.43 -7.51 -2.78
C 2.45 -0.17 3.24
C 8.34 -7.15 -2.61
C 0.52 -1.15 2.93
C -0.37 10.00 -5.02
H 1.80 -8.01 -0.81
H -1.46 9.96 -5.08
H 0.08 -10.18 2.36
H -4.02 11.43 5.97
H -0.07 5.74 -3.63
H -0.62 -4.27 -2.33
H 8.60 -8.16 -2.33
H 2.02 9.16 -3.72
H -4.00 11.13 4.21
H 1.87 -9.39 -1.91
H -0.84 4.20 -3.99
H 1.06 -4.70 -2.11
H 3.56 1.41 -1.81
H 2.14 8.73 -5.45
H 2.72 -8.89 -4.40
H 0.68 -11.64 3.15
H -7.98 7.66 4.81
H 5.22 -5.80 -3.43
H 0.86 -1.90 3.64
H 8.89 -6.87 -3.51
H -0.36 -4.10 -0.07
H 0.38 2.26 -3.49
H -5.44 10.73 5.16
H -0.37 4.62 -2.31
H 3.26 3.04 -3.66
H 6.48 -4.99 -2.49
H -0.04 -0.53 0.04
H -2.07 8.17 5.66
H 2.81 1.41 -4.16
H 0.61 1.29 -1.28
H -5.22 5.05 4.56
H 1.67 -13.06 0.44
H 0.85 -3.43 1.84
H -1.88 9.51 4.52
H -1.72 -2.01 4.02
H 1.89 7.46 -4.23
H 2.90 0.24 -0.11
H -0.40 -2.46 -0.68
H 0.57 -3.08 -2.75
H -5.35 6.43 3.46
H -6.25 3.43 1.39
H 2.67 -12.94 1.91
H -1.69 0.14 3.46
H -4.86 -0.60 1.65
H -0.09 10.73 -4.26
H 1.15 2.74 -5.01
H -9.12 6.63 3.92
H -0.32 -11.77 1.68
H 8.61 -6.47 -1.80
H 4.22 -8.18 -3.73
H 2.44 2.70 -1.44
H -5.51 0.12 3.14
H -6.61 -0.34 1.82
H 3.37 -8.69 -1.26
H -7.79 7.42 3.06
H -7.49 2.18 1.66
H -5.54 6.67 5.21
H -1.91 9.82 6.28
H 3.24 -12.23 0.38
H -6.38 2.65 2.98
H 0.03 10.30 -5.98
H 6.77 -5.38 -4.20
H 3.15 -7.21 -4.76
H 0.82 0.64 0.96
H 1.19 0.22 -2.52
H 2.51 -3.00 1.59
H 2.24 -1.10 -1.07
*
```

Computed properties:
LUMO energy: 0.0220 hartree
DFT total energy: -81036.711 eV
frontier orbital gap: 9.45 eV
HOMO energy: -8.8476 eV